The following is a DFT calculation (the ωB97M-V functional and the def2-TZVPD basis) of a structure of composition C22H29NO3PtSSi3.

```
60
Properties=species:S:1:pos:R:3:forces:R:3
Pt 0.391914 0.127762 -0.866210 0.5 -0.1 -0.2
C -0.427564 1.706954 2.087966 -0.1 -0.1 0.1
Si 0.247205 0.091214 1.462266 -0.1 0.2 0.2
C 1.968278 -0.193965 2.116759 -0.1 -0.1 0.0
C -0.892572 -1.333698 1.883489 0.0 0.0 -0.1
C -1.119693 -1.700173 3.212303 0.0 0.0 0.0
C -1.980393 -2.741538 3.520035 0.0 0.0 0.0
C -2.628274 -3.429463 2.500573 0.0 0.0 0.0
C -2.412728 -3.071953 1.179278 0.0 0.0 0.0
C -1.546584 -2.025407 0.855051 0.0 0.1 0.0
Si -1.253786 -1.511653 -0.925811 -0.3 0.1 0.0
C -0.519779 -2.925773 -1.899937 0.0 -0.1 0.1
C -2.841070 -0.936347 -1.716735 -0.1 -0.1 0.1
H -0.518764 1.632998 3.177559 0.0 0.0 0.0
H -1.413793 1.892527 1.665623 0.0 0.0 0.0
H 0.217505 2.552687 1.851070 0.0 0.0 0.0
H 1.894346 -0.223527 3.209253 0.0 0.0 0.0
H 2.661164 0.602728 1.845518 0.0 0.0 0.0
H 2.361134 -1.153635 1.781468 0.0 0.0 0.0
H -0.623167 -1.171120 4.019482 0.0 0.0 0.0
H -2.149215 -3.018260 4.552905 0.0 0.0 0.0
H -3.302377 -4.242169 2.739603 0.0 0.0 0.0
H -2.929121 -3.616682 0.395460 0.0 0.0 0.0
H -1.249652 -3.741956 -1.887822 0.0 0.0 0.0
H 0.399835 -3.278267 -1.433437 0.0 0.0 0.0
H -0.313887 -2.675101 -2.940763 0.0 0.1 0.0
H -3.579573 -1.742526 -1.657307 0.0 0.0 0.0
H -2.714530 -0.664175 -2.764835 0.1 0.0 0.0
H -3.228810 -0.068591 -1.183753 0.0 0.0 0.0
O 4.342878 2.264975 -2.354619 0.0 0.0 0.0
S 4.245526 1.584471 -1.100103 -0.1 0.0 0.0
O 4.489504 2.309086 0.111690 0.0 0.0 0.0
N 2.800951 0.787273 -0.989055 -0.1 0.0 -0.1
C 2.970269 -0.514553 -0.967438 0.1 0.0 0.2
O 1.966768 -1.290172 -0.850894 0.0 0.0 -0.2
C 4.372501 -0.985524 -1.041936 0.0 0.0 0.0
C 4.863018 -2.278101 -1.032144 0.0 0.0 0.0
C 6.239305 -2.446931 -1.120904 0.0 0.0 0.0
C 7.090231 -1.348933 -1.213441 0.0 0.0 0.0
C 6.592043 -0.049837 -1.218410 0.0 0.0 0.0
C 5.225095 0.098458 -1.129836 0.0 0.0 0.0
H 4.189748 -3.121803 -0.961718 0.0 0.0 0.0
H 6.658248 -3.444360 -1.119262 0.0 0.0 0.0
H 8.158149 -1.509037 -1.281440 0.0 0.0 0.0
H 7.248932 0.806351 -1.287568 0.0 0.0 0.0
C -4.683991 3.085592 -1.343561 0.0 0.0 0.0
Si -2.954291 3.795562 -1.309279 0.0 0.0 0.0
C -2.759128 4.954346 0.144225 0.0 0.0 0.0
C -2.578187 4.679247 -2.911322 0.0 0.0 0.0
C -1.755367 2.418127 -1.115107 0.0 0.0 0.0
C -0.949362 1.515204 -0.995815 -0.1 -0.1 0.0
H -5.427958 3.876482 -1.462982 0.0 0.0 0.0
H -4.904344 2.552222 -0.416723 0.0 0.0 0.0
H -4.801060 2.383659 -2.171394 0.0 0.0 0.0
H -3.445851 5.800174 0.064747 0.0 0.0 0.0
H -1.741669 5.346323 0.191647 0.0 0.0 0.0
H -2.965100 4.438792 1.084332 0.0 0.0 0.0
H -3.248709 5.529554 -3.055856 0.0 0.0 0.0
H -2.694489 4.006957 -3.763128 0.0 0.0 0.0
H -1.552052 5.050300 -2.914798 0.0 0.0 0.0
```
Positions in Å, forces in eV/Å.

- relative energy (zero: lowest compared OMol25 entry of this formula, charge and spin) (kJ/mol) = 0.0
- lowest unoccupied orbital energy (eV) = -0.614
- highest occupied orbital energy (eV) = -9.103
- total charge = 0
- orbital gap (eV) = 8.49



The following is a DFT calculation (the ωB97M-V functional and the def2-TZVPD basis) of a cluster of 13 separate species, C10H35BClFN3O16S in total in a non-equilibrium geometry.

```
68
Properties=species:S:1:pos:R:3:forces:R:3
O -3.652494 -2.693399 -2.509527 0.0 0.9 0.4
N -3.193540 -1.730338 -2.042266 -1.5 -1.2 -0.3
O -1.844423 -1.574847 -2.468656 1.9 0.1 0.3
C -1.000555 -2.277001 -1.526514 0.4 -1.0 0.8
C -0.003057 -1.363009 -0.740254 1.9 0.9 0.4
C 1.435826 -1.672366 -0.876811 -1.1 2.7 2.1
C 2.348489 -0.774812 -0.119403 -2.5 -0.3 -0.3
F 3.700273 -0.986868 -0.231670 -2.1 0.7 0.5
C 1.828568 0.314296 0.719730 0.8 -1.4 -1.2
B 2.965067 1.209707 1.472202 1.2 1.7 0.9
O 3.435254 2.392983 0.881117 0.0 -2.3 0.5
O 3.551092 0.840066 2.684510 -1.8 -0.3 -1.3
N 0.456454 0.565712 0.828085 0.0 -2.0 -1.1
C -0.072957 1.664126 1.688838 -0.8 1.9 0.6
C -0.082102 3.069524 0.913611 -0.9 0.0 -0.6
C -1.511872 3.786218 1.002920 0.0 -0.4 0.1
Cl -1.349264 5.524164 1.578085 -0.1 -1.1 -0.5
C -0.439374 -0.220369 0.119441 0.9 -2.0 -1.2
N -1.885278 0.020148 0.157901 1.5 1.9 -0.9
C -2.146936 0.873056 -0.731665 0.3 -0.8 -2.1
S -2.286512 1.625519 -2.137747 -0.2 -0.7 2.9
H -0.440064 -3.110637 -2.073060 -0.6 1.4 0.9
H -1.645484 -2.807219 -0.763501 0.7 0.5 -0.8
H 1.789093 -2.520070 -1.507987 -0.3 0.9 0.6
H 4.302865 2.558626 1.311031 -0.7 0.4 -0.2
H 2.950323 0.276373 3.217123 0.8 0.2 0.0
H 0.472408 1.730579 2.674611 -0.1 -0.3 -1.3
H -1.152480 1.484399 1.970029 1.3 -0.5 -0.5
H 0.065714 2.869659 -0.191962 0.2 0.3 1.2
H 0.689629 3.781152 1.303792 -0.6 -1.0 -0.5
H -2.042346 3.768963 0.007886 0.7 0.4 1.1
H -2.200625 3.297270 1.740300 0.7 0.4 -0.5
O 0.472796 -1.788061 -4.233923 0.1 0.3 0.3
H -0.278545 -1.420144 -3.749574 -0.1 -0.1 -0.3
H 1.073849 -1.041950 -4.345135 0.0 -0.2 -0.1
O 2.154832 -0.183480 5.361476 -0.3 -0.2 -0.2
H 2.598154 -0.288297 6.212360 0.1 0.0 -0.1
H 1.221295 -0.318334 5.566589 0.1 0.1 0.1
O 1.261147 -2.648903 3.181696 0.0 0.5 -0.1
H 1.131119 -2.049026 2.438624 -0.1 -0.2 0.0
H 1.684232 -2.100263 3.856268 0.1 -0.2 0.1
O -4.335141 4.541032 -2.174179 0.1 -0.2 -0.1
H -3.996724 3.639122 -2.164902 -0.1 0.1 0.0
H -4.472264 4.732468 -3.109539 0.0 0.1 0.1
O -0.876245 3.024413 -4.701303 0.1 -0.3 0.2
H -0.429463 3.165950 -5.545638 -0.1 0.1 0.1
H -0.962633 2.065232 -4.641720 0.0 0.1 -0.2
O 1.077852 3.802448 -2.398193 -0.1 -0.5 0.1
H 0.472688 3.369593 -3.018041 0.0 0.3 -0.2
H 1.762828 3.142604 -2.237328 0.1 0.2 0.0
O -5.854443 -0.604813 -0.217735 0.2 -0.1 0.1
H -4.902113 -0.517886 -0.099918 -0.1 0.0 0.0
H -6.056762 -1.476568 0.141850 -0.1 0.1 0.0
O -2.180701 -2.911043 1.452327 0.0 0.1 -0.2
H -3.069431 -3.265807 1.325667 0.1 0.0 0.1
H -2.184968 -2.079351 0.963084 -0.2 0.0 0.3
O 5.174976 -3.655096 -0.783542 -0.2 0.2 0.0
H 5.138699 -2.746277 -0.463350 0.1 -0.2 0.0
H 4.250908 -3.897432 -0.908630 0.1 -0.2 0.0
O 1.008545 -5.457101 2.315411 -0.2 0.1 -0.1
H 0.983559 -4.551443 2.653331 0.1 -0.1 0.1
H 0.081153 -5.686200 2.188307 0.1 -0.1 0.0
O 1.915994 4.152009 2.939290 0.0 0.1 0.3
H 1.181633 4.528679 3.441245 0.1 0.0 0.0
H 2.525965 4.891508 2.828970 0.0 -0.1 0.0
O -0.289759 -5.186801 -2.447235 0.1 -0.1 -0.3
H 0.069312 -6.080137 -2.383322 0.0 0.1 0.1
H -0.380155 -5.042879 -3.398076 0.0 0.0 0.1
```
Positions in Å, forces in eV/Å.

- lowest unoccupied orbital energy (eV) = -4.941
- highest occupied orbital energy (eV) = -12.967
- total charge = +1
- orbital gap (eV) = 8.03



The following is a DFT calculation (the ωB97M-V functional and the def2-TZVPD basis) of a cluster of 12 separate species, C12H44N22O14 in total in a non-equilibrium geometry.

```
92
Properties=species:S:1:pos:R:3:forces:R:3
C -0.398617 0.213378 -0.156706 -2.9 -2.1 -2.6
O 0.740293 0.356498 0.117574 7.3 1.2 1.6
O -0.725357 -0.222592 -1.323636 -0.9 -0.3 -2.2
O -1.313367 0.298708 0.652174 -3.3 1.3 3.5
C 2.314983 -3.030982 1.104124 1.4 1.0 2.8
O 3.035933 -2.450122 1.909874 0.1 1.5 -0.2
N 1.460993 -2.553862 0.249094 -2.2 2.1 -3.3
N 2.254283 -4.319832 1.208084 -0.2 -6.4 0.0
H 1.129133 -3.106682 -0.528316 -0.1 -0.3 0.4
H 1.270073 -1.575982 0.083554 0.5 0.4 0.5
H 2.660653 -4.852002 1.964234 0.4 0.9 0.0
H 1.666023 -4.938842 0.668764 -0.2 0.7 -0.2
C -2.497647 -3.147752 0.206354 -2.7 -2.2 3.3
O -3.064257 -4.214822 0.423414 0.1 -1.0 -0.3
N -1.953437 -2.739282 -0.858626 2.3 -0.9 -7.0
N -2.415847 -2.162512 1.026974 -0.2 3.0 5.0
H -1.528687 -1.825002 -0.920146 0.4 -0.1 -0.5
H -1.759527 -3.482412 -1.514566 0.2 0.6 -0.5
H -1.951977 -1.321882 0.713514 -0.3 0.1 0.7
H -2.763167 -2.167842 1.975354 -0.1 -0.2 -0.4
C 3.149383 1.094338 3.991454 3.6 -0.6 -2.8
O 4.339833 1.314158 3.814114 0.3 0.7 0.5
N 2.445623 1.320348 5.018364 -2.2 2.5 7.4
N 2.352353 0.558528 3.124454 -1.1 -1.7 -3.6
H 1.520883 0.925858 5.114994 0.4 0.3 0.4
H 2.890453 1.774638 5.803114 -0.3 -0.2 0.0
H 1.426313 0.344538 3.466154 0.2 -0.5 -1.3
H 2.802223 0.216488 2.287364 -0.8 -0.5 0.0
C -0.326357 -2.618502 -3.891846 2.0 -0.7 -1.8
O -0.152737 -3.387172 -4.813196 -0.9 -1.3 -1.1
N -1.117807 -1.610032 -3.799116 -5.8 2.8 -2.8
N 0.471183 -2.488762 -2.894626 4.2 -1.2 4.8
H -1.821777 -1.614672 -4.523346 -0.2 0.5 0.2
H -1.221157 -0.950722 -3.041006 0.3 -0.4 0.0
H 1.296493 -3.060452 -2.784466 -0.2 0.3 -0.2
H 0.275343 -1.688412 -2.310506 0.8 -0.2 0.5
C -0.650777 -1.104012 3.957124 -0.7 2.1 0.1
O -0.756297 -1.692272 4.975724 -1.3 -1.4 4.1
N -1.135027 0.098428 3.586894 -1.7 2.1 1.4
N 0.151493 -1.470802 3.045714 3.5 -2.8 -4.6
H -1.148777 0.344538 2.607434 0.0 0.3 0.0
H -1.511647 0.700798 4.304804 -0.3 -0.2 -0.5
H 0.052513 -1.004182 2.155454 0.7 -0.5 -0.2
H 0.597763 -2.374032 3.117234 -0.1 0.2 -0.3
C 2.166823 0.454878 -3.441066 -1.7 1.8 -0.6
O 2.744283 0.593368 -4.486896 0.7 -0.1 -1.9
N 2.745063 0.147078 -2.319456 2.5 -1.6 2.5
N 0.895563 0.808378 -3.177466 -1.7 1.0 -2.1
H 3.725223 -0.092922 -2.361776 -0.3 -0.2 0.2
H 2.143413 -0.090082 -1.543646 0.0 -0.1 -0.1
H 0.328243 1.025398 -3.984396 0.2 -0.1 0.1
H 0.373553 0.579728 -2.343606 0.2 -0.4 0.2
C 4.896013 0.403678 0.700754 -2.4 3.4 -0.8
O 5.580893 0.076178 1.575384 4.9 -3.2 3.8
N 4.758023 1.663068 0.384384 2.1 4.3 -1.5
N 3.944873 -0.258732 0.159734 -3.3 -5.3 -1.2
H 3.875703 2.088158 0.137584 0.6 0.2 -0.2
H 5.628933 2.110578 0.632064 -0.8 1.3 0.1
H 3.757273 -1.017732 0.799124 -0.9 -1.0 -0.6
H 3.320313 0.024988 -0.581566 0.8 0.2 1.3
C -4.294707 -0.295252 -3.325276 0.3 0.6 -1.4
O -5.028697 -0.086252 -4.230356 -3.3 1.0 -3.4
N -4.208627 -1.413702 -2.729136 0.3 -4.7 3.2
N -3.400097 0.574808 -2.957136 2.3 3.2 0.7
H -4.753247 -2.214172 -3.016786 0.2 0.3 0.2
H -3.522807 -1.467942 -1.989676 -0.3 -1.0 0.0
H -3.434027 1.415538 -3.515806 0.3 -0.1 0.5
H -2.673827 0.369788 -2.285866 0.0 0.4 0.0
C 2.116313 3.674978 0.557294 -0.4 1.5 0.6
O 2.358553 4.849918 0.597564 1.1 2.8 -1.2
N 1.938553 2.925538 -0.529556 0.5 0.3 -1.5
N 1.923243 3.031558 1.677534 -1.0 -2.6 1.5
H 2.036273 3.459008 -1.381596 -0.4 -0.8 -0.2
H 1.644263 1.966968 -0.408586 -0.2 0.0 -0.8
H 2.386433 3.315888 2.528834 -0.2 -0.3 -0.3
H 1.698093 2.082218 1.416434 0.1 -0.5 1.8
C -1.635787 3.753648 -1.081316 0.0 0.9 1.7
O -1.861777 4.929238 -1.097026 -1.2 3.1 -2.4
N -1.572167 2.876468 -2.076806 0.0 -1.2 -2.0
N -1.388167 3.289448 0.126734 0.8 -2.9 2.4
H -1.985547 3.079648 -2.975656 0.3 0.2 0.4
H -1.318267 1.916838 -1.890406 -0.1 0.1 0.0
H -1.626837 3.859608 0.925514 0.3 -0.1 -0.5
H -1.301947 2.290918 0.251614 -0.1 0.2 0.6
C -4.680057 0.895858 1.094704 -2.0 -0.2 -0.1
O -5.875917 1.119348 1.259644 -0.1 0.3 0.0
N -3.718327 1.279168 1.920704 1.6 1.5 2.4
N -4.173437 0.171898 0.102154 -0.5 -0.5 -1.0
H -2.761457 1.107888 1.646564 -0.1 0.2 0.1
H -3.880187 2.097058 2.490754 -0.1 -0.3 0.0
H -3.165107 0.229458 0.094224 0.1 -0.5 -1.2
H -4.814877 0.013778 -0.661816 0.6 -0.2 0.0
```
Positions in Å, forces in eV/Å.

- relative energy (zero: lowest compared OMol25 entry of this formula, charge and spin) (kJ/mol) = 771.4
- lowest unoccupied orbital energy (eV) = 3.998
- highest occupied orbital energy (eV) = -4.850
- total charge = -2
- orbital gap (eV) = 8.85



The following is a DFT calculation (the ωB97M-V functional and the def2-TZVPD basis) of a cluster of 2 separate species, C5H14 in total in a non-equilibrium geometry.

```
19
Properties=species:S:1:pos:R:3:forces:R:3
C 1.722737 0.941663 0.372131 -1.2 0.1 3.2
C 0.583693 1.986648 0.597008 -1.6 -1.9 -1.2
C 2.430335 1.333121 -0.852232 1.0 0.4 -1.0
H 2.317161 1.014100 1.338854 -0.1 -0.4 -1.3
H 1.315208 -0.091660 0.363446 0.0 0.7 -0.1
H -0.311141 1.678809 -0.076110 1.6 1.2 0.5
H 0.832468 3.042472 0.648818 0.4 0.1 -1.1
H 1.691414 1.900875 -1.384266 0.0 0.7 -0.7
H 3.236832 2.019030 -0.512108 -0.1 -0.5 -1.1
H 0.137242 1.900357 1.538863 -0.6 -0.7 1.9
H 2.690458 0.535629 -1.575482 0.6 0.3 0.8
C -2.413540 -2.138177 -0.762674 2.3 1.4 1.9
C -1.722600 -2.079695 0.728788 -0.3 2.8 -2.8
H -1.970602 -2.827020 -1.415321 0.2 -1.7 -0.5
H -3.446213 -2.133203 -0.693840 -2.1 -1.2 0.4
H -2.347647 -1.269875 -1.378541 0.9 1.5 0.1
H -0.904576 -1.288848 0.832474 -0.2 -1.6 -0.8
H -1.403239 -3.089017 0.976969 -0.4 0.4 0.8
H -2.437985 -1.435208 1.253214 -0.4 -1.5 1.0
```
Positions in Å, forces in eV/Å.

- relative energy (zero: lowest compared OMol25 entry of this formula, charge and spin) (kJ/mol) = 180.3
- lowest unoccupied orbital energy (eV) = 1.034
- highest occupied orbital energy (eV) = -10.977
- total charge = 0
- orbital gap (eV) = 12.01



The following is a DFT calculation (the ωB97M-V functional and the def2-TZVPD basis) of a cluster of 2 separate species, C5H14 in total in a non-equilibrium geometry.

```
19
Properties=species:S:1:pos:R:3:forces:R:3
C -0.376634 -1.375179 0.175456 0.3 0.8 -1.8
C -0.414261 -0.875928 -1.310456 -0.6 -1.4 0.1
C 0.961380 -2.014155 0.502609 0.2 0.3 1.4
H -1.207340 -2.070577 0.265165 0.0 -0.2 0.2
H -0.591760 -0.512878 0.796472 0.0 -0.1 0.4
H -0.240826 -1.743943 -1.959523 0.3 0.1 0.1
H -1.426051 -0.597416 -1.580976 -0.2 0.5 0.1
H 1.719235 -1.290300 0.835568 -0.1 0.2 -0.7
H 0.266612 -0.093180 -1.620257 0.2 0.1 0.2
H 1.376108 -2.627497 -0.290725 -0.1 -0.1 -0.1
H 0.880301 -2.598475 1.419927 -0.2 -0.5 -0.1
C -0.789508 2.263216 0.253127 -0.8 0.6 -1.8
C 0.585093 1.677027 0.540619 -0.2 -0.2 0.5
H -0.873949 3.347509 0.374848 0.4 -0.1 0.2
H -0.978927 2.096866 -0.819939 0.1 0.3 0.1
H -1.732102 1.892916 0.662765 0.6 -0.6 0.7
H 0.620068 1.188939 1.514758 0.4 0.3 0.2
H 0.854472 0.912776 -0.172726 -0.1 -0.1 -0.1
H 1.368088 2.420284 0.413285 0.0 0.2 0.4
```
Positions in Å, forces in eV/Å.

- relative energy (zero: lowest compared OMol25 entry of this formula, charge and spin) (kJ/mol) = 53.8
- lowest unoccupied orbital energy (eV) = 1.199
- highest occupied orbital energy (eV) = -11.405
- total charge = 0
- orbital gap (eV) = 12.60



Q: Which of these has the highest orbital gap?
A: number 5



Q: Which formula does entry 2 have?
A: C10H35BClFN3O16S



Q: total charge of number 4 (C5H14)?
A: 0



Please write out number 4 again, unchanged.
The following is a DFT calculation (the ωB97M-V functional and the def2-TZVPD basis) of a cluster of 2 separate species, C5H14 in total in a non-equilibrium geometry.

```
19
Properties=species:S:1:pos:R:3:forces:R:3
C 1.722737 0.941663 0.372131 -1.2 0.1 3.2
C 0.583693 1.986648 0.597008 -1.6 -1.9 -1.2
C 2.430335 1.333121 -0.852232 1.0 0.4 -1.0
H 2.317161 1.014100 1.338854 -0.1 -0.4 -1.3
H 1.315208 -0.091660 0.363446 0.0 0.7 -0.1
H -0.311141 1.678809 -0.076110 1.6 1.2 0.5
H 0.832468 3.042472 0.648818 0.4 0.1 -1.1
H 1.691414 1.900875 -1.384266 0.0 0.7 -0.7
H 3.236832 2.019030 -0.512108 -0.1 -0.5 -1.1
H 0.137242 1.900357 1.538863 -0.6 -0.7 1.9
H 2.690458 0.535629 -1.575482 0.6 0.3 0.8
C -2.413540 -2.138177 -0.762674 2.3 1.4 1.9
C -1.722600 -2.079695 0.728788 -0.3 2.8 -2.8
H -1.970602 -2.827020 -1.415321 0.2 -1.7 -0.5
H -3.446213 -2.133203 -0.693840 -2.1 -1.2 0.4
H -2.347647 -1.269875 -1.378541 0.9 1.5 0.1
H -0.904576 -1.288848 0.832474 -0.2 -1.6 -0.8
H -1.403239 -3.089017 0.976969 -0.4 0.4 0.8
H -2.437985 -1.435208 1.253214 -0.4 -1.5 1.0
```
Positions in Å, forces in eV/Å.

- relative energy (zero: lowest compared OMol25 entry of this formula, charge and spin) (kJ/mol) = 180.3
- lowest unoccupied orbital energy (eV) = 1.034
- highest occupied orbital energy (eV) = -10.977
- total charge = 0
- orbital gap (eV) = 12.01